# 1
C25H40N4O6S | the ωB97M-V functional and the def2-TZVPD basis

As for the energy relative to the best compared isomer or geometry (same formula, charge and spin): 0.000 eV. The HOMO energy comes out at -8.47 eV. As for the molecular weight: 524.68 u. The calculation puts the LUMO energy at 0.536 eV. The value obtained for the HOMO-LUMO gap is 9.0 eV. The total energy is -2045.29466 a.u. As for the total charge: 0. Its SMILES is CC(C)CN(CCCNC(=O)CN1C(=O)COc2ccc(S(=O)(=O)N3CCOCC3)cc21)CC(C)C.

Positions of all 76 atoms, in Å:
1 C 4.56 2.89 1.24
2 H 3.88 3.65 0.88
3 H 5.12 2.50 0.40
4 H 5.26 3.35 1.93
5 C 3.78 1.77 1.94
6 C 3.08 2.33 3.18
7 H 3.80 2.77 3.86
8 H 2.53 1.56 3.71
9 H 2.37 3.11 2.88
10 H 4.50 1.01 2.27
11 C 2.78 1.11 0.96
12 N 2.75 -0.35 0.94
13 C 2.33 -0.97 2.19
14 H 2.95 -0.64 3.04
15 H 2.48 -2.05 2.08
16 C 0.85 -0.74 2.54
17 C -0.09 -1.48 1.60
18 N 0.13 -1.04 0.23
19 C -0.82 -1.12 -0.70
20 O -1.96 -1.49 -0.49
21 C -0.35 -0.66 -2.09
22 N -1.38 -0.84 -3.09
23 C -1.18 -1.76 -4.07
24 O -0.14 -2.37 -4.20
25 C -2.35 -1.92 -5.03
26 H -2.29 -2.89 -5.51
27 O -3.62 -1.83 -4.42
28 C -3.76 -0.83 -3.52
29 C -5.04 -0.39 -3.21
30 C -5.22 0.62 -2.27
31 C -4.11 1.22 -1.72
32 C -2.83 0.81 -2.02
33 C -2.64 -0.26 -2.89
34 H -2.00 1.31 -1.56
35 S -4.30 2.45 -0.44
36 O -3.44 3.57 -0.69
37 O -5.70 2.69 -0.25
38 N -3.74 1.73 0.95
39 C -4.27 0.43 1.28
40 H -5.34 0.44 1.03
41 C -4.07 0.19 2.78
42 H -4.36 -0.82 3.05
43 O -2.72 0.33 3.14
44 C -2.23 1.61 2.81
45 C -2.34 1.85 1.30
46 H -2.01 2.85 1.02
47 H -1.74 1.09 0.78
48 H -1.19 1.64 3.14
49 H -2.81 2.39 3.33
50 H -4.68 0.91 3.34
51 H -3.76 -0.36 0.71
52 H -6.20 0.96 -1.98
53 H -5.88 -0.87 -3.68
54 H -2.25 -1.14 -5.81
55 H -0.01 0.38 -2.06
56 H 0.49 -1.30 -2.41
57 H 1.10 -0.79 0.03
58 H 0.09 -2.56 1.67
59 H -1.13 -1.28 1.87
60 H 0.67 -1.10 3.55
61 H 0.62 0.32 2.52
62 C 3.98 -0.95 0.44
63 H 4.57 -1.39 1.26
64 C 3.67 -2.03 -0.61
65 C 4.84 -3.00 -0.76
66 H 4.63 -3.74 -1.52
67 H 5.74 -2.46 -1.04
68 H 5.04 -3.52 0.18
69 C 3.34 -1.38 -1.95
70 H 4.25 -0.98 -2.40
71 H 2.63 -0.57 -1.82
72 H 2.92 -2.11 -2.64
73 H 2.79 -2.60 -0.27
74 H 4.60 -0.18 -0.03
75 H 3.02 1.43 -0.06
76 H 1.77 1.47 1.18


# 2
C25H41BF2GaN6SiTe | the ωB97M-V functional and the def2-TZVPD basis

As for the energy relative to the best compared isomer or geometry (same formula, charge and spin): 0.000 eV. The HOMO energy comes out at -10.28 eV. As for the molecular weight: 699.86 u. The calculation puts the LUMO energy at -2.213 eV. The value obtained for the HOMO-LUMO gap is 8.1 eV. The total energy is -4012.63530 a.u. As for the total charge: +1.

Positions of all 78 atoms, in Å:
1 Ga 0.17 -0.02 0.13
2 C 2.06 -0.47 -0.30
3 Si 2.97 1.06 -0.78
4 C 1.99 2.39 0.17
5 N 0.53 2.17 0.06
6 C -0.21 2.93 1.10
7 C -0.23 4.43 0.86
8 C -0.82 4.77 -0.53
9 C -1.14 3.50 -1.31
10 C 0.05 2.56 -1.33
11 C 4.75 1.12 -0.20
12 C 5.82 1.17 -1.10
13 C 7.13 1.17 -0.64
14 C 7.40 1.12 0.72
15 C 6.35 1.07 1.62
16 C 5.04 1.07 1.16
17 C 2.87 1.40 -2.62
18 C 2.30 0.50 -3.51
19 C 2.20 0.79 -4.87
20 C 2.67 2.00 -5.35
21 C 3.24 2.92 -4.47
22 C 3.34 2.62 -3.12
23 H 2.49 -0.81 0.65
24 H 2.16 -1.28 -1.02
25 H 2.25 3.41 -0.13
26 H 2.26 2.30 1.23
27 H 0.27 2.71 2.05
28 H -1.23 2.54 1.13
29 H 0.79 4.82 0.96
30 H -0.81 4.90 1.65
31 H -0.10 5.37 -1.10
32 H -1.72 5.38 -0.43
33 H -1.37 3.75 -2.35
34 H -2.02 3.00 -0.91
35 H 0.89 3.04 -1.84
36 H -0.18 1.65 -1.89
37 H 5.63 1.21 -2.16
38 H 7.95 1.21 -1.35
39 H 8.42 1.13 1.07
40 H 6.55 1.04 2.69
41 H 4.23 1.03 1.89
42 H 1.93 -0.46 -3.16
43 H 1.76 0.08 -5.54
44 H 2.59 2.24 -6.40
45 H 3.61 3.87 -4.85
46 H 3.79 3.35 -2.46
47 C -0.18 0.71 4.88
48 N 0.38 -0.57 4.46
49 C 0.55 -1.63 5.45
50 C 0.51 -0.81 3.14
51 N 0.09 -0.02 2.21
52 N 1.19 -1.97 2.84
53 C 1.12 -2.70 1.64
54 N 2.17 -3.54 1.49
55 N 0.11 -2.57 0.87
56 H 0.01 0.84 5.94
57 H -1.26 0.76 4.71
58 H 0.31 1.53 4.35
59 H 0.20 -1.27 6.41
60 H 1.60 -1.91 5.58
61 H -0.04 -2.51 5.18
62 H -0.47 0.74 2.57
63 H 1.77 -2.36 3.56
64 H 3.06 -3.30 1.90
65 H 2.22 -4.08 0.65
66 H 0.25 -3.09 0.01
67 F -2.30 -0.52 -1.59
68 B -1.89 -0.13 -0.34
69 F -2.62 0.95 0.13
70 C -4.85 -1.14 0.72
71 Te -2.90 -1.88 1.09
72 C -3.07 -3.40 -0.37
73 H -5.60 -1.86 1.05
74 H -4.95 -0.94 -0.35
75 H -4.96 -0.21 1.27
76 H -3.21 -2.92 -1.33
77 H -3.92 -4.04 -0.13
78 H -2.16 -3.99 -0.37


# 3
C25H41BN4O10P | the ωB97M-V functional and the def2-TZVPD basis

The HOMO energy comes out at -10.83 eV. As for the molecular weight: 599.41 u. The calculation puts the LUMO energy at -4.022 eV. The value obtained for the HOMO-LUMO gap is 6.8 eV. The total energy is -2314.07872 a.u. As for the total charge: +1.

Positions of all 82 atoms, in Å:
1 C -3.42 5.12 1.12
2 C -2.91 5.18 -0.31
3 C -1.56 4.25 -0.63
4 N -2.08 2.86 -0.92
5 C -0.98 1.80 -0.85
6 N 0.18 1.96 0.05
7 B 0.11 1.31 1.39
8 C -0.92 1.99 2.52
9 O 0.82 0.08 1.84
10 C 1.52 2.11 -0.56
11 C 2.40 3.15 0.41
12 C 1.62 2.59 -2.11
13 C 1.56 4.25 -2.31
14 N -1.19 0.68 -1.61
15 C -0.29 -0.53 -1.68
16 C -0.62 -1.68 -0.51
17 C 0.59 -2.77 -0.22
18 C 0.43 -3.95 0.95
19 C -0.98 -4.06 1.83
20 C -2.16 -2.95 1.47
21 C -2.02 -1.77 0.33
22 P -2.68 0.61 -2.65
23 N -4.04 0.37 -1.78
24 H -3.77 4.08 1.55
25 H -3.44 6.05 1.84
26 H -3.44 5.86 -1.12
27 H -1.11 4.70 -1.61
28 H -0.89 4.35 0.32
29 H -2.73 2.64 -0.12
30 H -0.89 1.43 3.55
31 H -1.99 1.94 2.01
32 H -0.62 3.12 2.57
33 H 1.66 -0.08 1.31
34 H 2.11 1.07 -0.48
35 H 3.31 3.62 -0.20
36 H 2.81 2.65 1.38
37 H 1.66 4.06 0.63
38 H 2.73 2.31 -2.48
39 H 0.91 2.03 -2.87
40 H 2.69 4.64 -2.34
41 H 1.06 4.80 -1.40
42 H 1.10 4.53 -3.35
43 H -0.55 -1.09 -2.70
44 H 0.86 -0.32 -1.74
45 H 1.59 -2.70 -0.83
46 H 1.29 -4.72 1.20
47 H -1.10 -4.88 2.69
48 H -3.17 -3.00 2.10
49 H -2.90 -1.00 0.17
50 H -2.85 1.92 -3.29
51 H -2.48 -0.39 -3.68
52 H -4.50 -0.51 -2.12
53 C 2.67 1.66 5.91
54 C 2.86 1.41 4.45
55 O 3.67 2.49 4.03
56 C 4.33 2.94 5.14
57 O 5.23 3.76 5.12
58 O 3.84 2.36 6.27
59 H 2.57 0.74 6.48
60 H 1.80 2.30 6.11
61 H 3.40 0.47 4.25
62 H 1.92 1.39 3.90
63 C -1.77 -0.85 -7.68
64 C -0.62 -1.67 -7.19
65 O 0.04 -0.82 -6.28
66 C -0.89 0.09 -5.85
67 O -0.72 0.87 -4.93
68 O -2.04 0.00 -6.58
69 H -2.64 -1.46 -7.92
70 H -1.50 -0.23 -8.54
71 H -0.95 -2.57 -6.66
72 H 0.06 -1.97 -8.00
73 C 0.24 -8.16 3.86
74 C 0.44 -8.41 2.40
75 O 1.24 -7.33 1.98
76 C 1.90 -6.87 3.09
77 O 2.80 -6.06 3.07
78 O 1.41 -7.46 4.23
79 H 0.15 -9.08 4.44
80 H -0.63 -7.52 4.06
81 H 0.97 -9.35 2.21
82 H -0.51 -8.43 1.85


# 4
C25H41BeCl2F5LiMgN4O13PS2 | the ωB97M-V functional and the def2-TZVPD basis

The HOMO energy comes out at -6.79 eV. As for the molecular weight: 906.88 u. The calculation puts the LUMO energy at -4.652 eV. The value obtained for the HOMO-LUMO gap is 2.1 eV. The total energy is -4953.59006 a.u. As for the total charge: 0.

Positions of all 96 atoms, in Å:
1 C 2.85 2.45 4.98
2 C 1.87 1.30 4.53
3 C 0.45 1.39 5.24
4 C -0.65 1.19 4.15
5 C -1.90 2.16 4.21
6 N -1.66 3.28 3.31
7 S -0.36 4.30 3.79
8 C -2.37 3.54 2.19
9 N -3.49 2.77 1.75
10 O -4.61 2.84 2.56
11 C -3.22 1.46 1.17
12 O -1.95 0.95 1.49
13 C -1.69 -0.34 0.92
14 C -1.76 -1.43 2.04
15 O -1.59 -2.75 1.60
16 C -0.37 -2.85 0.88
17 C 0.82 -2.21 1.65
18 O 2.05 -2.57 1.09
19 C 2.03 -2.09 -0.29
20 C 3.35 -1.40 -0.73
21 N -2.06 4.64 1.45
22 P -0.54 4.46 0.39
23 O -0.16 2.90 0.03
24 O 0.75 5.19 1.06
25 S -3.35 5.07 0.37
26 O -3.38 4.16 -0.73
27 O -4.59 5.27 1.04
28 C -2.86 6.73 -0.36
29 F -2.23 6.51 -1.48
30 F -2.14 7.44 0.47
31 F -3.99 7.34 -0.71
32 H 3.51 2.69 4.12
33 H 3.50 2.08 5.79
34 H 2.32 3.38 5.23
35 H 2.35 0.29 4.72
36 H 1.79 1.40 3.42
37 H 0.35 2.34 5.79
38 H 0.44 0.54 5.95
39 H -1.02 0.15 4.25
40 H -0.24 1.27 3.13
41 H -2.76 1.54 3.95
42 H -1.99 2.58 5.23
43 H 0.77 3.57 3.54
44 H -4.81 1.99 2.99
45 H -3.31 1.53 0.06
46 H -3.98 0.70 1.47
47 H -0.71 -0.28 0.41
48 H -2.45 -0.58 0.14
49 H -1.09 -1.17 2.88
50 H -2.79 -1.35 2.47
51 H -0.13 -3.94 0.78
52 H -0.46 -2.48 -0.17
53 H 0.80 -2.59 2.72
54 H 0.80 -1.08 1.65
55 H 1.22 -1.36 -0.49
56 H 1.91 -2.98 -0.93
57 H 3.32 -0.36 -0.32
58 H 3.30 -1.32 -1.83
59 H 4.24 -1.95 -0.36
60 H -0.47 2.66 -0.86
61 H 0.40 5.82 1.72
62 N 4.67 -3.67 -4.85
63 C 5.69 -2.77 -4.93
64 C 5.76 -2.32 -6.22
65 C 4.73 -2.97 -6.95
66 C 4.07 -3.79 -6.08
67 H 4.39 -4.16 -4.02
68 H 6.28 -2.53 -4.06
69 H 6.47 -1.60 -6.60
70 H 4.50 -2.84 -8.00
71 H 3.24 -4.45 -6.22
72 C 4.11 5.74 4.12
73 O 2.78 5.77 4.64
74 H 4.52 4.75 4.29
75 H 4.09 5.94 3.05
76 H 4.73 6.48 4.62
77 H 2.43 6.66 4.48
78 Cl -0.22 -5.33 -0.57
79 Be 0.75 -7.20 -1.72
80 F 0.28 6.42 -1.12
81 Cl 0.71 -5.69 -3.53
82 Li 2.27 -0.57 2.98
83 F 0.83 -1.05 -2.24
84 C -2.24 -5.82 -5.81
85 C -2.57 -5.10 -7.00
86 C -4.06 -5.10 -7.33
87 O -4.55 -4.48 -8.25
88 C -4.94 -5.90 -6.48
89 C -4.59 -6.61 -5.33
90 C -3.12 -6.51 -4.96
91 O -2.62 -7.03 -3.89
92 O -5.33 -7.29 -4.61
93 O -1.81 -4.51 -7.72
94 H -1.20 -5.87 -5.50
95 H -5.97 -5.91 -6.81
96 Mg -2.16 -5.46 -2.88


# 5
C25H41Cl3IrN3O3Si | the ωB97M-V functional and the def2-TZVPD basis

As for the energy relative to the best compared isomer or geometry (same formula, charge and spin): 5.502 eV. The HOMO energy (spin up / spin down) comes out at -4.64 / -7.88 eV. As for the spin multiplicity: 5. As for the molecular weight: 758.28 u. The calculation puts the LUMO energy (spin up / spin down) at 0.116 / -0.517 eV. The value obtained for the HOMO-LUMO gap (spin up / spin down) is 4.8 / 7.4 eV. The total energy is -3141.37267 a.u. Its expectation value of S² is 6.029. As for the total charge: 0.

Positions of all 77 atoms, in Å:
1 C -2.32 -2.49 -5.07
2 C -1.37 -2.72 -3.91
3 H -1.78 -2.20 -6.00
4 H -3.03 -1.71 -4.83
5 H -2.89 -3.40 -5.30
6 C -0.63 -3.86 -3.92
7 C -0.61 -4.77 -5.09
8 H 0.03 -4.18 -3.10
9 H -0.05 -4.21 -5.85
10 H -1.59 -5.05 -5.48
11 H -0.07 -5.71 -4.95
12 Ir 0.65 1.21 0.88
13 Cl -1.54 1.93 0.21
14 Cl 1.13 2.48 -1.08
15 H 2.51 5.27 3.32
16 H -0.78 5.97 3.22
17 C 2.13 5.38 2.30
18 C -0.35 5.89 2.22
19 N 0.75 4.93 2.22
20 H 2.73 4.76 1.62
21 C 0.47 3.63 2.12
22 O 1.42 2.83 1.81
23 H -1.13 5.54 1.53
24 H -0.55 3.27 2.26
25 H 2.15 6.44 2.03
26 H 0.07 6.87 1.92
27 H 2.78 0.22 -3.02
28 H 2.47 -2.02 -2.35
29 C 3.37 0.54 -2.15
30 C 3.33 -1.83 -1.68
31 N 3.28 -0.49 -1.14
32 H 2.99 1.52 -1.80
33 C 3.04 -0.34 0.17
34 O 2.84 0.76 0.81
35 H 3.32 -2.56 -0.85
36 H 2.99 -1.32 0.70
37 H 4.41 0.66 -2.52
38 H 4.26 -1.94 -2.25
39 O -0.80 -1.17 -3.45
40 C -1.67 -1.92 -2.62
41 C 0.00 -3.14 -1.09
42 C -1.30 -2.59 -1.31
43 H 0.84 -2.86 -1.72
44 C 0.26 -4.01 -0.01
45 H -2.68 -1.48 -2.65
46 C -2.20 -2.72 -0.23
47 H 1.28 -4.37 0.12
48 C -0.71 -4.25 0.94
49 C -1.91 -3.53 0.88
50 H -3.12 -2.13 -0.22
51 H -0.54 -4.93 1.78
52 H -2.56 -3.57 1.75
53 Si -0.55 1.19 -4.24
54 Cl 0.44 -0.83 0.23
55 C 0.97 2.07 -5.01
56 C -1.48 2.41 -3.13
57 C -1.77 0.58 -5.47
58 H 1.89 1.58 -4.66
59 H 1.03 3.13 -4.72
60 H 0.96 2.01 -6.12
61 H -1.29 -0.23 -6.03
62 H -2.14 1.35 -6.16
63 H -2.62 0.19 -4.89
64 H -1.90 1.81 -2.28
65 H -2.35 2.87 -3.66
66 H -0.89 3.20 -2.64
67 C -1.07 -1.95 4.02
68 C -1.86 -0.86 3.68
69 C -1.32 0.19 2.95
70 N 0.01 0.22 2.68
71 C 0.81 -0.78 3.10
72 C 0.27 -1.95 3.64
73 H -1.47 -2.80 4.57
74 H -2.93 -0.84 3.89
75 H -1.92 0.95 2.46
76 H 1.86 -0.74 2.81
77 H 0.91 -2.83 3.68


# 6
C25H41Cl5FeSi4Te | the ωB97M-V functional and the def2-TZVPD basis

As for the energy relative to the best compared isomer or geometry (same formula, charge and spin): 1.641 eV. The HOMO energy (spin up / spin down) comes out at -3.39 / -4.77 eV. As for the spin multiplicity: 6. As for the molecular weight: 814.66 u. The calculation puts the LUMO energy (spin up / spin down) at 2.400 / 1.834 eV. The value obtained for the HOMO-LUMO gap (spin up / spin down) is 5.8 / 6.6 eV. The total energy is -5967.93535 a.u. Its expectation value of S² is 8.769. As for the total charge: -1.

Positions of all 77 atoms, in Å:
1 Fe 0.48 0.66 0.11
2 Te 2.54 -0.06 -1.37
3 C 4.47 0.26 -0.55
4 C 5.14 1.46 -0.78
5 C 6.41 1.68 -0.26
6 C 7.03 0.69 0.49
7 C 6.37 -0.50 0.73
8 C 5.10 -0.72 0.21
9 H 4.65 2.23 -1.36
10 H 6.91 2.62 -0.45
11 H 8.02 0.86 0.89
12 H 6.85 -1.28 1.32
13 H 4.59 -1.65 0.40
14 Cl 2.40 1.64 1.64
15 C 1.86 3.06 0.78
16 C 0.80 2.85 -0.11
17 C 0.27 4.03 -0.63
18 Cl -1.10 3.91 -1.69
19 C 0.76 5.29 -0.33
20 Cl 0.03 6.72 -0.98
21 C 1.86 5.43 0.52
22 Cl 2.51 6.98 0.90
23 C 2.41 4.28 1.10
24 Cl 3.74 4.41 2.19
25 C -4.70 -0.60 -0.29
26 Si -3.30 -1.82 0.09
27 C -3.79 -3.44 -0.78
28 C -3.46 -2.21 1.95
29 Si -1.22 -0.98 -0.68
30 Si -1.57 -0.30 -2.94
31 C -3.10 0.80 -3.15
32 C -1.79 -1.80 -4.09
33 C -0.13 0.73 -3.63
34 Si -0.86 1.57 2.13
35 C -2.76 1.49 2.27
36 C -0.46 3.14 3.14
37 C -0.22 0.07 3.19
38 H -5.67 -0.97 0.07
39 H -4.79 -0.44 -1.37
40 H -4.52 0.37 0.17
41 H -4.76 -3.81 -0.43
42 H -3.05 -4.23 -0.61
43 H -3.86 -3.30 -1.86
44 H -4.50 -2.15 2.27
45 H -2.89 -1.50 2.56
46 H -3.09 -3.21 2.19
47 H -4.03 0.22 -3.14
48 H -3.07 1.35 -4.10
49 H -3.16 1.54 -2.35
50 H -2.64 -2.41 -3.77
51 H -0.90 -2.44 -4.05
52 H -1.95 -1.52 -5.13
53 H -0.45 1.37 -4.45
54 H 0.69 0.10 -3.99
55 H 0.28 1.37 -2.84
56 H -3.23 2.30 1.70
57 H -3.06 1.60 3.31
58 H -3.16 0.55 1.89
59 H -0.85 4.03 2.63
60 H 0.62 3.29 3.28
61 H -0.92 3.09 4.13
62 H -1.05 -0.43 3.70
63 H 0.48 0.41 3.95
64 H 0.29 -0.68 2.58
65 C -0.29 -3.55 1.48
66 C 0.61 -3.08 0.34
67 C 1.61 -4.17 -0.03
68 C -0.21 -2.65 -0.88
69 H -0.96 -2.75 1.81
70 H 0.30 -3.87 2.34
71 H -0.91 -4.40 1.16
72 H 1.18 -2.22 0.70
73 H 1.09 -5.04 -0.44
74 H 2.18 -4.50 0.85
75 H 2.32 -3.80 -0.77
76 H 0.47 -2.52 -1.73
77 H -0.88 -3.47 -1.15